ORCA calculation (ωB97M-V with the def2-TZVPD basis set) on a cluster of 4 separate species, C43H67N3O17P4 in total at a distorted geometry.

Values from the calculation:
- gap between HOMO and LUMO (eV) = 6.4
- largest force on an atom (eV/A) = 8.585
- E (hartree) = -4487.3739
- highest occupied orbital energy (eV) = -8.29
- LUMO level (eV) = -1.92
- multiplicity = 1
- structure (SMILES) = CCCCc1c(CCCCn2cccc2)c(P(C)O)c(OC#N)c2c1C(=O)C=C(CCCNCc1ccccc1O)C2=O.COP(=O)(OC)OC.COP(=O)(OC)OC.COP(=O)(OC)OC

```
134
C43H67N3O17P4 ωB97M-V with the def2-TZVPD basis set
C 1.520 -2.211 -0.975
C 1.886 -2.109 0.517
C 0.746 -1.456 1.334
C 0.871 0.066 1.605
C 0.587 0.956 0.404
C -0.699 1.488 0.154
C -1.881 1.216 1.067
C -2.330 -0.260 1.183
C -2.720 -0.937 -0.156
C -4.220 -1.248 -0.290
N -4.486 -2.617 -0.708
C -4.382 -3.778 0.014
C -4.767 -4.801 -0.807
C -5.130 -4.279 -2.089
C -4.941 -2.926 -1.950
C -0.881 2.295 -0.992
P -2.478 3.131 -1.491
C -3.757 1.844 -1.792
O -3.045 4.000 -0.187
C 0.163 2.542 -1.871
O 0.002 3.353 -3.018
C -0.587 2.713 -3.971
N -1.149 2.267 -4.865
C 1.413 2.000 -1.641
C 1.619 1.231 -0.499
C 3.041 0.732 -0.327
O 3.603 0.666 0.735
C 3.722 0.365 -1.602
C 3.505 1.062 -2.714
C 4.112 0.753 -4.062
C 5.631 0.998 -4.155
C 6.454 0.285 -3.088
N 6.166 -1.148 -3.044
C 7.290 -1.942 -2.518
C 6.890 -2.878 -1.401
C 7.624 -2.866 -0.216
C 7.353 -3.709 0.850
C 6.309 -4.618 0.732
C 5.548 -4.646 -0.424
C 5.840 -3.785 -1.478
O 5.077 -3.839 -2.626
C 2.563 2.223 -2.605
O 2.704 3.238 -3.233
H 2.109 -2.969 -1.498
H 0.465 -2.472 -1.086
H 1.665 -1.279 -1.529
H 2.865 -1.667 0.692
H 1.955 -3.145 0.868
H 0.742 -1.935 2.320
H -0.189 -1.737 0.853
H 1.824 0.275 2.082
H 0.103 0.307 2.347
H -1.566 1.504 2.079
H -2.754 1.822 0.838
H -1.638 -0.865 1.757
H -3.247 -0.246 1.783
H -2.345 -0.360 -1.002
H -2.198 -1.899 -0.194
H -4.763 -1.099 0.649
H -4.727 -0.614 -1.015
H -4.059 -3.821 1.041
H -4.799 -5.861 -0.598
H -5.470 -4.795 -2.968
H -5.117 -2.149 -2.681
H -3.365 1.007 -2.371
H -4.161 1.494 -0.838
H -4.582 2.295 -2.344
H -2.511 3.840 0.600
H 4.398 -0.487 -1.588
H 3.888 -0.289 -4.299
H 3.611 1.394 -4.790
H 5.872 2.061 -4.213
H 5.947 0.589 -5.126
H 7.514 0.461 -3.328
H 6.251 0.757 -2.120
H 6.013 -1.436 -4.004
H 7.734 -2.522 -3.335
H 8.057 -1.271 -2.124
H 8.456 -2.172 -0.128
H 7.963 -3.672 1.743
H 6.115 -5.296 1.555
H 4.733 -5.352 -0.551
H 4.172 -4.016 -2.348
C -5.519 0.259 8.986
O -4.971 1.063 7.928
P -4.590 0.284 6.480
O -3.131 0.166 6.860
O -4.898 1.549 5.549
C -4.239 2.786 5.827
O -4.420 -0.715 5.156
C -3.939 -2.039 5.422
H -5.695 0.906 9.842
H -6.468 -0.184 8.682
H -4.814 -0.527 9.268
H -3.277 2.629 6.313
H -4.871 3.408 6.459
H -4.080 3.295 4.878
H -4.374 -2.450 6.332
H -2.855 -2.022 5.513
H -4.213 -2.682 4.586
C -1.395 -0.066 -10.834
O -2.187 -1.144 -10.307
P -2.559 -1.086 -8.683
O -1.511 -1.970 -8.097
O -3.983 -1.802 -8.899
C -4.008 -3.142 -9.375
O -3.145 -0.264 -7.408
C -2.193 0.515 -6.641
H -1.232 -0.254 -11.892
H -1.918 0.886 -10.724
H -0.429 -0.019 -10.325
H -3.105 -3.685 -9.096
H -4.118 -3.148 -10.461
H -4.871 -3.637 -8.933
H -1.462 0.992 -7.290
H -1.687 -0.130 -5.927
H -2.740 1.279 -6.110
C 2.516 4.703 5.318
O 1.599 3.811 5.975
P 1.031 4.271 7.474
O 1.944 3.529 8.389
O -0.395 3.576 7.245
C -0.449 2.154 7.096
O 0.341 5.394 8.443
C 1.233 6.292 9.124
H 2.796 4.257 4.367
H 2.045 5.669 5.127
H 3.413 4.842 5.926
H 0.376 1.662 7.610
H -0.425 1.897 6.036
H -1.387 1.802 7.518
H 2.069 6.586 8.492
H 1.606 5.815 10.027
H 0.668 7.182 9.393
```

---

ORCA calculation (ωB97M-V with the def2-TZVPD basis set) on a cluster of 14 separate species, C3H36N2O13S in total at a distorted geometry.

Values from the calculation:
- gap between HOMO and LUMO (eV) = 8.9
- relative energy (zero: lowest compared OMol25 entry of this formula, charge and spin) (kJ/mol) = 243.4
- largest force on an atom (eV/A) = 1.435
- E (hartree) = -1621.6970
- highest occupied orbital energy (eV) = -8.97
- LUMO level (eV) = -0.02
- multiplicity = 1

```
55
C3H36N2O13S ωB97M-V with the def2-TZVPD basis set
C -1.642 0.870 -0.841
C -1.274 -0.587 -1.168
S -2.332 -1.483 -2.302
N -0.992 1.227 0.428
C 0.347 1.808 0.454
N 0.342 3.140 1.051
H -1.233 1.545 -1.596
H -2.708 1.056 -0.702
H -1.153 -1.127 -0.227
H -0.232 -0.608 -1.497
H -1.481 -1.377 -3.314
H -1.053 0.447 1.065
H 0.934 1.137 1.076
H 0.855 1.906 -0.510
H -0.415 3.658 0.603
H -0.078 3.048 1.969
H -3.034 -3.068 0.151
H -2.056 -2.613 1.240
O -2.199 -3.302 0.566
H 0.060 2.548 3.983
H -0.522 1.186 4.081
O -0.801 2.111 4.032
H -0.193 -3.771 0.450
H 1.014 -4.383 1.265
O 0.762 -3.749 0.599
H -1.198 4.145 -1.856
H 0.344 4.245 -1.776
O -0.382 3.907 -2.308
H -1.904 -0.553 2.650
H -3.134 -1.275 3.169
O -2.585 -1.187 2.390
H 3.442 0.628 0.053
H 4.158 -0.403 -0.734
O 3.908 -0.209 0.174
H 1.953 -1.032 -2.698
H 3.455 -1.140 -2.937
O 2.814 -1.022 -2.233
H 2.912 -2.666 -1.343
H 2.181 -3.742 -0.547
O 3.058 -3.505 -0.897
H 0.807 -1.433 2.412
H 0.205 -2.039 3.611
O 0.085 -1.236 3.083
H 2.714 -0.413 2.408
H 2.683 -1.176 1.160
O 2.490 -1.309 2.125
H -1.434 1.643 -4.332
H -0.418 2.787 -3.784
O -0.560 2.035 -4.389
H -2.873 2.194 3.255
H -2.460 1.729 1.822
O -2.913 1.465 2.633
H 0.110 0.453 -3.599
H 1.072 -0.116 -4.566
O 0.555 -0.397 -3.803
```

---

ORCA calculation (ωB97M-V with the def2-TZVPD basis set) on the molecule C3H7NO.

Values from the calculation:
- gap between HOMO and LUMO (eV) = 10.6
- relative energy (zero: lowest compared OMol25 entry of this formula, charge and spin) (kJ/mol) = 5.7
- largest force on an atom (eV/A) = 0.383
- E (hartree) = -248.5243
- highest occupied orbital energy (eV) = -9.74
- LUMO level (eV) = 0.90
- multiplicity = 1
- structure (SMILES) = CCC(N)=O

```
12
C3H7NO ωB97M-V with the def2-TZVPD basis set
C 0.301 -0.478 -1.380
C 0.571 0.496 -0.222
C 0.002 -0.072 1.068
O 0.629 -0.813 1.804
N -1.300 0.272 1.308
H 0.405 0.021 -2.349
H 0.999 -1.320 -1.348
H -0.716 -0.885 -1.320
H 0.130 1.478 -0.434
H 1.646 0.636 -0.084
H -1.833 0.825 0.658
H -1.784 -0.172 2.073
```

---

> The lowest LUMO level belongs to which entry?

C43H67N3O17P4